Record 1
{
  "formula": "C7H8N4OS",
  "method": "wB97M-V/def2-TZVPD",
  "elements": ["C", "C", "C", "C", "C", "C", "C", "N", "N", "N", "N", "O", "S", "H", "H", "H", "H", "H", "H", "H", "H"],
  "xyz": [[-1.56284, 3.56672, -0.38400], [2.11587, -0.51890, -0.40596], [1.39443, 0.32196, 0.37007], [1.59878, -1.54912, -1.31051], [0.12166, -1.55893, -1.37443], [-0.79492, -1.04465, -0.28137], [-0.13474, 0.08115, 0.53239], [-1.97870, 2.85054, -1.40522], [-0.85623, 2.80326, 0.47499], [-1.51993, 1.64807, -1.22081], [-0.92488, 1.65586, -0.14132], [-0.49214, 0.03389, 1.81603], [2.55958, -2.74541, -1.82294], [-1.70651, 4.67615, -0.22259], [3.16089, -0.50788, -0.53485], [1.83749, 1.26796, 0.79184], [-0.05897, -1.01177, -2.28301], [-0.18813, -2.57510, -1.75794], [-1.64243, -0.59268, -0.72083], [-1.04463, -1.70160, 0.41650], [-0.07756, 0.67194, 2.40000]],
  "gap_ev": 7.905,
  "lumo_ha": -0.047,
  "charge": 0,
  "multiplicity": 1,
  "e_above_lowest_kj_mol": 354.1
}

=====

Record 2
{
  "formula": "C13H14IN5O",
  "method": "wB97M-V/def2-TZVPD",
  "elements": ["I", "N", "N", "N", "O", "C", "C", "C", "C", "C", "C", "C", "C", "C", "N", "N", "C", "C", "C", "C", "H", "H", "H", "H", "H", "H", "H", "H", "H", "H", "H", "H", "H", "H"],
  "xyz": [[7.65999, 1.94862, 0.37295], [0.36654, 2.02911, -0.64001], [-0.57538, -2.55752, 1.00589], [0.49521, -0.19039, -0.55672], [-0.90697, 1.48363, -0.80541], [1.15901, 0.99755, -0.35562], [-1.72942, -1.96636, 1.17309], [-0.64768, 0.19752, -0.86211], [4.83172, 0.44079, 0.89079], [4.60079, 2.43658, -0.49045], [3.41204, 0.19498, 0.82327], [3.24368, 2.23525, -0.57174], [5.40849, 1.52182, 0.27790], [2.56236, 1.13538, 0.02739], [-2.34995, -2.60266, 2.17024], [-2.19697, -0.97976, 0.49863], [-3.59369, -0.45502, 0.66452], [-3.90576, 0.21757, -0.73670], [-2.95619, -0.29787, -1.78650], [-1.79897, -0.81109, -0.95990], [0.15063, -2.14282, 0.43807], [5.40257, -0.33733, 1.35738], [4.92309, 3.32601, -0.98563], [2.94367, -0.55488, 1.42543], [2.69816, 2.82110, -1.27460], [-1.90447, -3.49139, 2.41989], [-3.29650, -2.64211, 2.20269], [-3.73311, 0.25789, 1.56867], [-4.27571, -1.25637, 0.78650], [-3.59395, 1.32964, -0.78127], [-5.00160, 0.14410, -1.01784], [-3.35621, -1.20007, -2.31404], [-2.61626, 0.43955, -2.48825], [-1.41914, -1.67148, -1.47649]],
  "gap_ev": 8.109,
  "lumo_ha": -0.001,
  "charge": 0,
  "multiplicity": 1
}

=====

Record 3
{
  "formula": "C43H51BrFGeN5O2SeSiW",
  "method": "wB97M-V/def2-TZVPD",
  "elements": ["W", "C", "C", "C", "C", "C", "C", "N", "C", "C", "C", "C", "C", "N", "C", "C", "C", "C", "C", "C", "N", "H", "H", "H", "H", "H", "H", "H", "H", "H", "H", "H", "H", "H", "H", "H", "C", "Si", "C", "C", "N", "C", "C", "C", "C", "C", "C", "F", "H", "H", "H", "H", "H", "H", "H", "H", "H", "H", "H", "H", "H", "O", "C", "O", "C", "C", "C", "C", "C", "C", "H", "H", "H", "H", "H", "Br", "C", "C", "C", "C", "C", "N", "H", "H", "H", "H", "C", "Ge", "C", "C", "C", "Se", "C", "H", "H", "H", "H", "H", "H", "H", "H", "H", "H", "H", "H", "H", "H"],
  "xyz": [[0.35082, 0.02769, 0.17435], [-1.28544, 3.22253, -1.02566], [-1.13098, 2.09903, -2.00198], [-1.39375, 2.42616, -3.33473], [-1.53718, 1.45658, -4.29736], [-1.51198, 0.13650, -3.88016], [-1.19657, -0.13665, -2.56569], [-0.88094, 0.81484, -1.64238], [-1.25020, -1.49724, -2.04373], [-1.89715, -2.53887, -2.68716], [-1.90873, -3.78459, -2.09082], [-1.32878, -3.93557, -0.84609], [-0.75102, -2.83721, -0.22713], [-0.68766, -1.64166, -0.84030], [-0.36148, -2.84049, 1.18744], [-0.24582, -4.00115, 1.91452], [-0.07195, -3.91007, 3.29115], [-0.11080, -2.66574, 3.86777], [-0.22605, -1.51611, 3.07947], [-0.38016, -0.21000, 3.79322], [-0.25878, -1.60705, 1.74014], [-0.41552, 3.87495, -1.00430], [-1.48288, 2.86539, -0.02535], [-2.13338, 3.82133, -1.36123], [-1.52508, 3.47192, -3.57843], [-1.72950, 1.71392, -5.33012], [-1.70954, -0.66955, -4.57036], [-2.39127, -2.38052, -3.63366], [-2.39621, -4.62092, -2.57292], [-1.38317, -4.88415, -0.33396], [-0.29235, -4.96312, 1.42654], [0.04902, -4.80029, 3.89342], [-0.04880, -2.54439, 4.94062], [0.39557, -0.10758, 4.55281], [-1.33764, -0.23483, 4.31954], [-0.34089, 0.66348, 3.15240], [4.19539, -1.78014, -1.61070], [2.45750, -2.37937, -1.26267], [1.55857, -2.34916, -2.90053], [2.34715, -4.20763, -0.80114], [1.84038, -1.37520, 0.11001], [2.65487, -1.55132, 1.26042], [3.64717, -2.51767, 1.48691], [4.36769, -2.53645, 2.67446], [4.15192, -1.60427, 3.67920], [3.19538, -0.61712, 3.48730], [2.51219, -0.65900, 2.30335], [1.56939, 0.32427, 2.02899], [4.79795, -2.58868, -2.03236], [4.71783, -1.39623, -0.73439], [4.16114, -0.98470, -2.35963], [2.28899, -2.82923, -3.56311], [1.31961, -1.39291, -3.35158], [0.67928, -2.98900, -2.91102], [3.31338, -4.70512, -0.91913], [1.64750, -4.71596, -1.46850], [2.02141, -4.37866, 0.22438], [3.89626, -3.25413, 0.74148], [5.12397, -3.29837, 2.80677], [4.72805, -1.63355, 4.59294], [3.00034, 0.16371, 4.21023], [0.02680, 2.54626, 2.43766], [0.57864, 2.82912, 1.39886], [0.64354, 1.98866, 0.36164], [1.23743, 4.14314, 1.16550], [1.86806, 4.45618, -0.03722], [2.47060, 5.69069, -0.20403], [2.45165, 6.61659, 0.83176], [1.82555, 6.30947, 2.03184], [1.21979, 5.07467, 2.20014], [1.88342, 3.73063, -0.84042], [2.95874, 5.93459, -1.13854], [2.92572, 7.58044, 0.70152], [1.81200, 7.03187, 2.83653], [0.73174, 4.81773, 3.13033], [3.87334, 1.61180, 0.63819], [3.30668, 1.54553, -1.15785], [4.19453, 2.11793, -2.06208], [3.86924, 2.13935, -3.40194], [2.65462, 1.59196, -3.78085], [1.84564, 1.04875, -2.80577], [2.13778, 0.99465, -1.49626], [5.12014, 2.53715, -1.69675], [4.54298, 2.57752, -4.12606], [2.33023, 1.58036, -4.81185], [0.90214, 0.62838, -3.09856], [-5.91811, 0.04208, 2.12003], [-5.24526, -0.52424, 0.38272], [-6.55071, -0.27431, -1.03921], [-4.59163, -2.36584, 0.46552], [-3.62588, 0.51301, -0.13620], [-2.25735, 0.40731, 1.24708], [-2.80728, 2.02128, 2.18509], [-6.77181, -0.57979, 2.39060], [-6.25436, 1.07900, 2.10364], [-5.16159, -0.07793, 2.89628], [-7.42705, -0.89716, -0.86085], [-6.13163, -0.54798, -2.00804], [-6.87752, 0.76451, -1.08436], [-5.39936, -3.05455, 0.71248], [-3.81841, -2.46169, 1.23113], [-4.17472, -2.66596, -0.49845], [-3.80680, 1.56445, -0.36169], [-3.23124, 0.03524, -1.03213], [-3.85643, 1.87198, 2.42379], [-2.67875, 2.90565, 1.56913], [-2.21222, 2.11077, 3.08612]],
  "gap_ev": [6.753, 6.753],
  "lumo_ha": [-0.220, -0.220],
  "charge": 2,
  "multiplicity": 1,
  "e_above_lowest_kj_mol": 0.0
}